ORCA calculation (wB97M-V/def2-TZVPD) on a 3-piece molecular cluster, C21H46B2BrIN2O17P2S overall.

Structure (XYZ):
```
93
Properties=species:S:1:pos:R:3
C -2.684 -0.205 0.376
C -1.490 -0.677 1.177
O -1.664 -1.210 2.238
N -0.147 -0.469 0.687
C 0.077 0.856 0.124
C 0.462 -1.689 0.220
O -0.303 -2.417 -0.785
S -0.835 -1.489 -2.042
O -1.731 -2.342 -2.771
O 0.411 -1.269 -3.091
C 1.570 -0.689 -2.486
C 2.367 -1.672 -1.613
Br 2.167 -3.428 -2.517
B 3.942 -1.359 -1.828
N 5.000 -2.363 -1.859
O 4.301 -0.033 -1.956
C 1.999 -1.743 -0.064
C 2.852 -0.726 0.687
C 2.544 -0.187 2.090
O 2.990 0.882 2.375
I 1.458 -1.210 3.608
O 2.315 -3.121 0.198
B 2.963 -3.596 1.329
O 2.242 -4.311 2.237
O 4.311 -3.447 1.583
H -2.569 0.799 -0.026
H -2.890 -0.911 -0.430
H -3.548 -0.217 1.034
H -0.228 1.608 0.856
H 1.100 1.077 -0.155
H -0.545 1.049 -0.759
H 0.372 -2.365 1.073
H 1.350 0.284 -2.047
H 2.210 -0.464 -3.339
H 5.113 -2.785 -2.774
H 4.772 -3.139 -1.244
H 4.909 0.062 -2.698
H 3.912 -0.986 0.742
H 2.858 0.183 0.081
H 2.835 -4.770 2.839
H 4.769 -2.961 0.892
O -1.469 3.889 7.250
P -1.571 2.589 7.924
O -0.606 2.556 9.208
C -0.811 3.504 10.264
C -2.009 3.156 11.128
O -0.750 1.563 6.974
C -0.532 1.842 5.588
C 0.899 2.268 5.350
O -2.725 1.593 8.333
C -2.627 0.158 8.313
C -1.642 -0.407 9.308
H -0.914 4.507 9.843
H 0.098 3.489 10.864
H -2.939 3.229 10.561
H -2.073 3.835 11.979
H -1.934 2.133 11.497
H -1.231 2.597 5.229
H -0.743 0.918 5.044
H 1.178 3.094 6.003
H 1.045 2.576 4.313
H 1.581 1.444 5.563
H -2.425 -0.195 7.305
H -3.630 -0.189 8.563
H -0.614 -0.191 9.021
H -1.761 -1.491 9.353
H -1.807 0.007 10.302
O -2.147 1.148 -6.192
P -1.703 0.268 -7.279
O -0.123 0.011 -7.170
C 0.396 -0.615 -5.985
C 0.122 -2.108 -5.982
O -1.708 1.215 -8.600
C -2.509 2.396 -8.662
C -1.645 3.629 -8.508
O -2.223 -1.045 -7.982
C -2.103 -1.342 -9.383
C -0.681 -1.529 -9.854
H -0.023 -0.136 -5.102
H 1.472 -0.435 -5.983
H -0.949 -2.312 -5.921
H 0.606 -2.588 -5.135
H 0.488 -2.563 -6.904
H -3.295 2.373 -7.909
H -2.994 2.398 -9.641
H -1.035 3.563 -7.608
H -2.259 4.529 -8.452
H -0.965 3.725 -9.356
H -2.626 -0.595 -9.976
H -2.651 -2.275 -9.515
H -0.133 -0.588 -9.861
H -0.689 -1.924 -10.871
H -0.144 -2.225 -9.211
```

The value obtained for the highest occupied orbital energy is -9.53 eV. The HOMO-LUMO gap comes out at 9.44 eV. The lowest unoccupied orbital energy is -0.09 eV. As for the total charge: 0.

ORCA calculation (wB97M-V/def2-TZVPD) on an isolated ion of composition C26H46FN2O2S2 and charge +1.

Structure (XYZ):
```
79
Properties=species:S:1:pos:R:3
C -4.992 -2.823 -2.237
C -4.417 -3.018 -3.758
C -2.920 -3.761 -3.817
C -2.956 -5.207 -3.029
C -1.827 -2.687 -3.253
N -0.973 -1.794 -3.916
C -1.080 -1.881 -5.401
C 0.046 -1.108 -6.291
F 0.108 -1.812 -7.626
C -0.220 -0.994 -2.901
C 0.889 0.132 -3.283
C 0.805 1.293 -2.082
C 2.246 2.002 -1.757
C 2.028 2.851 -0.335
C 2.481 1.933 0.962
C 2.521 2.944 2.257
C 3.763 2.461 3.227
C 3.230 2.172 4.770
C 2.064 0.994 4.834
C 1.281 1.235 6.288
C -0.282 0.691 6.222
C -1.355 1.920 6.578
N -1.530 2.722 5.303
C -2.508 2.547 4.162
C -2.388 3.667 2.964
C -1.134 4.600 3.489
C -0.690 3.919 4.912
C 0.188 -2.023 -1.645
S 1.475 -3.347 -1.948
C 2.534 -3.083 -3.481
O 0.903 -4.805 -1.913
O 2.475 -3.278 -0.728
S -1.623 -2.562 -1.356
H -4.569 -1.774 -1.853
H -4.619 -3.615 -1.456
H -6.176 -2.701 -2.188
H -4.240 -1.925 -4.203
H -5.194 -3.526 -4.498
H -2.788 -4.038 -4.971
H -4.064 -5.626 -3.180
H -2.223 -5.943 -3.583
H -2.796 -5.145 -1.873
H -0.996 -3.036 -5.695
H -2.136 -1.429 -5.714
H -0.280 0.011 -6.432
H 1.100 -1.218 -5.754
H -1.070 -0.337 -2.378
H 0.713 0.713 -4.284
H 1.965 -0.367 -3.201
H 0.048 2.108 -2.515
H 0.260 0.860 -1.119
H 3.093 1.206 -1.535
H 2.541 2.759 -2.625
H 2.514 3.917 -0.359
H 0.849 2.999 -0.226
H 3.525 1.407 0.735
H 1.669 1.100 1.217
H 1.492 2.983 2.856
H 2.723 4.051 1.893
H 4.579 3.320 3.172
H 4.175 1.420 2.826
H 4.158 1.780 5.389
H 2.803 3.190 5.203
H 1.289 1.054 3.949
H 2.547 -0.095 4.771
H 1.850 0.535 7.059
H 1.331 2.366 6.590
H -0.548 0.356 5.125
H -0.471 -0.205 6.954
H -2.387 1.455 6.875
H -0.886 2.637 7.378
H -3.343 1.720 4.063
H -3.009 3.783 1.977
H -0.675 5.530 2.919
H 0.198 4.386 5.545
H 0.482 -1.319 -0.733
H 3.261 -4.029 -3.535
H 3.225 -2.152 -3.306
H 1.936 -3.066 -4.490
```

The value obtained for the highest occupied orbital energy is -9.26 eV. The HOMO-LUMO gap comes out at 4.52 eV. The lowest unoccupied orbital energy is -4.74 eV. As for the total charge: +1.

ORCA calculation (wB97M-V/def2-TZVPD) on one molecule with the formula C24H25NO3.

Structure (XYZ):
```
53
Properties=species:S:1:pos:R:3
C 6.378 1.069 -2.874
C 5.406 -0.101 -2.739
O 5.523 -0.807 -1.521
C 5.103 -0.092 -0.383
C 4.836 -1.112 0.730
O 4.397 -0.509 1.926
C 3.121 -0.045 2.015
C 2.798 0.608 3.207
C 1.532 1.122 3.401
C 0.558 0.991 2.424
C 0.866 0.330 1.242
C -0.101 0.174 0.115
O 0.261 0.110 -1.045
N -1.402 0.113 0.479
C -2.473 -0.076 -0.482
C -3.151 -1.400 -0.205
C -3.986 -1.533 0.898
C -4.578 -2.749 1.185
C -4.339 -3.846 0.373
C -3.504 -3.721 -0.724
C -2.911 -2.504 -1.011
C -3.454 1.077 -0.475
C -4.696 0.921 -1.079
C -5.603 1.965 -1.098
C -5.280 3.179 -0.515
C -4.041 3.344 0.078
C -3.132 2.300 0.096
C 2.144 -0.180 1.038
H 6.321 1.472 -3.881
H 6.135 1.861 -2.169
H 7.394 0.731 -2.685
H 4.373 0.256 -2.865
H 5.616 -0.850 -3.507
H 5.875 0.615 -0.046
H 4.188 0.477 -0.603
H 5.771 -1.615 0.986
H 4.125 -1.867 0.374
H 3.562 0.706 3.961
H 1.302 1.637 4.322
H -0.416 1.430 2.581
H -1.650 0.065 1.454
H -1.976 -0.112 -1.461
H -4.182 -0.674 1.526
H -5.229 -2.841 2.042
H -4.802 -4.795 0.597
H -3.314 -4.574 -1.358
H -2.256 -2.408 -1.864
H -4.951 -0.025 -1.534
H -6.565 1.830 -1.569
H -5.988 3.993 -0.529
H -3.777 4.291 0.526
H -2.161 2.443 0.547
H 2.331 -0.674 0.098
```

The value obtained for the highest occupied orbital energy is -8.76 eV. The HOMO-LUMO gap comes out at 9.47 eV. The lowest unoccupied orbital energy is 0.72 eV. As for the total charge: 0. Its structure (SMILES) is CCOCCOc1cccc(C(=O)NC(c2ccccc2)c2ccccc2)c1. For the energy above the lowest of the compared OMol25 structures with the same formula, charge and spin, the calculation gives 43.9 kJ/mol.

ORCA calculation (wB97M-V/def2-TZVPD) on an isolated ion of composition C7H15N2 and charge +1.

Structure (XYZ):
```
24
Properties=species:S:1:pos:R:3
C -2.053 -2.551 -2.165
N -1.119 -1.542 -2.283
C -0.230 -1.132 -1.383
C -0.103 -1.620 -0.193
C 0.581 -0.803 0.792
C 0.608 0.507 0.563
C -0.321 1.495 -0.100
N 1.768 1.158 1.301
C 1.500 2.220 2.365
H -2.898 -2.401 -1.512
H -2.577 -2.606 -3.039
H -1.603 -3.512 -2.084
H -0.759 -1.166 -3.136
H 0.275 -0.258 -1.927
H -0.620 -2.380 0.140
H 1.271 -1.190 1.524
H -1.351 1.502 0.378
H -0.343 1.359 -1.141
H -0.081 2.535 0.121
H 2.257 0.375 1.763
H 2.502 1.603 0.700
H 2.353 2.231 3.034
H 1.232 3.215 1.773
H 0.531 1.944 2.896
```

The value obtained for the highest occupied orbital energy is -11.36 eV. The HOMO-LUMO gap comes out at 8.37 eV. The lowest unoccupied orbital energy is -2.99 eV. As for the total charge: +1. Its structure (SMILES) is CN/C=C/C=C(\C)[NH2+]C. For the energy above the lowest of the compared OMol25 structures with the same formula, charge and spin, the calculation gives 323.0 kJ/mol.

ORCA calculation (wB97M-V/def2-TZVPD) on an isolated ion of composition C4H7N2O2S and charge +1.

Structure (XYZ):
```
16
Properties=species:S:1:pos:R:3
C 2.118 -1.096 0.317
S 1.584 0.537 -0.115
O 1.896 0.829 -1.479
O 1.993 1.469 0.883
C -0.193 0.424 -0.016
C -1.058 0.729 0.978
N -2.310 0.425 0.474
C -2.198 -0.042 -0.759
N -0.913 -0.053 -1.089
H 2.035 -1.154 1.396
H 1.419 -1.811 -0.103
H 3.130 -1.242 -0.028
H -0.822 1.122 1.946
H -3.175 0.563 0.974
H -2.989 -0.367 -1.405
H -0.517 -0.332 -1.974
```

The value obtained for the highest occupied orbital energy is -15.18 eV. The HOMO-LUMO gap comes out at 11.29 eV. The lowest unoccupied orbital energy is -3.89 eV. As for the total charge: +1. Its structure (SMILES) is CS(=O)(=O)c1c[nH]c[nH+]1. For the energy above the lowest of the compared OMol25 structures with the same formula, charge and spin, the calculation gives 29.0 kJ/mol.

ORCA calculation (wB97M-V/def2-TZVPD) on one molecule with the formula C6H8FO2P.

Structure (XYZ):
```
18
Properties=species:S:1:pos:R:3
C -1.983 -1.893 1.179
C -1.996 -0.857 0.525
C -1.030 0.408 -1.418
C 0.365 -0.041 -1.046
C -1.954 0.229 -0.318
C 2.223 -0.102 1.069
O 1.616 2.195 -0.164
O -0.352 1.154 1.169
F -2.948 1.122 -0.299
P 0.901 1.007 0.355
H -1.792 -2.793 1.719
H -0.990 1.434 -1.518
H -1.260 -0.139 -2.340
H 0.549 -1.125 -0.683
H 1.130 0.140 -1.833
H 1.992 -1.000 1.548
H 2.938 -0.228 0.143
H 2.591 0.487 1.910
```

The value obtained for the highest occupied orbital energy (alpha / beta) is -9.01 / -9.01 eV. The HOMO-LUMO gap (alpha / beta) comes out at 6.49 / 6.49 eV. The lowest unoccupied orbital energy (alpha / beta) is -2.52 / -2.51 eV. As for the total charge: 0. For the energy above the lowest of the compared OMol25 structures with the same formula, charge and spin, the calculation gives 202.9 kJ/mol.

The following largest force on an atom values (in eV Å⁻¹) correspond, in order, to the records above: 4.88, 8.84, 0.63, 5.14, 1.37, 3.52.